120
Properties=species:S:1:pos:R:3 method="wB97M-V/def2-TZVPD" relative_energy_kj_mol=1316.9 largest_force_ev_per_a=10.9 energy_ev=-180624.7087 homo_ev=-7.90 gap_ev=7.643 lumo_energy_ev=-0.261 multiplicity=1
C -0.88246 1.24270 -0.17017
S 0.28735 0.19302 -0.95346
O 1.69411 0.64161 -0.38448
C -0.10397 -1.29042 -0.05485
H -0.67796 2.22931 -0.60941
H -0.83030 1.15604 0.89893
H -1.80936 0.81793 -0.36684
H -1.36323 -1.64727 -0.51757
H -0.19957 -1.11099 1.05934
H 0.68094 -2.08371 -0.10427
C -2.90467 -5.61092 1.15314
S -3.22835 -5.02495 -0.49055
O -2.15447 -4.01416 -0.85543
C -2.84292 -6.56780 -1.42643
H -3.17154 -4.77661 1.79840
H -1.88698 -5.58181 1.18165
H -3.30362 -6.49146 1.60752
H -3.69731 -7.26350 -1.20028
H -1.88339 -7.10109 -1.31238
H -3.05210 -6.37892 -2.50967
C -1.34939 3.89346 -2.50800
S -1.83893 4.49694 -4.07775
O -1.12560 5.89059 -4.35158
C -0.90621 3.38882 -5.10723
H -1.73796 2.77182 -2.38568
H -1.87973 4.48180 -1.84425
H -0.25625 3.89269 -2.43475
H -1.12531 3.60290 -6.10984
H -1.22635 2.49917 -4.84255
H 0.21145 3.44358 -4.77770
C 7.50256 2.18956 0.12365
S 5.93948 1.65957 -0.43224
O 5.99521 0.20573 -0.99284
C 5.05120 1.74760 1.05722
H 7.96834 1.56401 0.80677
H 7.51457 3.25628 0.31925
H 8.16138 2.22469 -0.70281
H 3.95844 1.38961 0.67991
H 4.82527 2.69389 1.38454
H 5.41609 0.96813 1.83462
C -0.22357 6.03134 2.19275
S -1.28466 5.44666 1.03198
O -1.39891 4.02587 1.51082
C -2.85067 6.24368 1.42665
H -0.39650 7.08277 1.98588
H 0.75136 5.76181 2.06591
H -0.55581 5.70340 3.13331
H -3.79010 5.70468 1.04664
H -3.04384 7.05533 0.68836
H -2.96434 6.32506 2.45411
C -0.40481 -1.68777 5.45328
S -1.17348 -1.77884 3.92349
O -0.66180 -0.53238 3.30776
C -0.30591 -3.09824 3.07339
H 0.83993 -1.63726 5.17776
H -0.45645 -2.65225 6.34804
H -0.76604 -0.91777 6.15255
H -0.85180 -3.38194 2.20709
H -0.42702 -3.87261 3.71758
H 0.59277 -2.93800 2.91803
C 5.43405 -3.11666 0.36422
S 3.91333 -2.23797 -0.17672
O 2.97014 -3.29510 -0.79651
C 3.28975 -1.90159 1.43077
H 5.07417 -3.99479 0.75048
H 6.08468 -2.66526 1.11520
H 5.83262 -3.36786 -0.69203
H 3.98301 -1.50932 2.12871
H 2.76854 -2.91958 1.93212
H 2.77891 -1.10389 1.48969
C -0.09998 -4.16208 -3.10090
S -1.32460 -2.85389 -3.23825
O -0.64136 -1.70206 -3.84739
C -2.40565 -3.49463 -4.46477
H -0.63390 -4.86325 -2.89076
H 0.48684 -3.87488 -2.16045
H 0.36639 -4.40799 -4.30818
H -2.62967 -4.45436 -4.43596
H -1.81137 -3.20419 -5.35366
H -3.38184 -2.98095 -4.30368
C -4.14619 -1.48088 -1.14808
S -5.19135 -0.20551 -1.84922
O -4.71146 1.12634 -1.27976
C -4.58220 -0.30053 -3.52505
H -4.64680 -2.39509 -1.40382
H -4.19379 -1.20681 0.00271
H -3.23924 -1.53768 -1.54326
H -4.85264 0.54278 -4.14629
H -4.79227 -1.26036 -4.08496
H -3.49876 -0.15292 -3.48098
C 2.81553 -2.12208 -3.88772
S 4.47487 -1.37494 -3.87138
O 4.97540 -1.24490 -5.31126
C 3.72644 0.29027 -3.62193
H 2.74684 -3.23015 -4.13488
H 1.98874 -1.51573 -4.55345
H 2.50377 -2.08092 -2.81037
H 4.54885 0.73024 -3.98588
H 3.29787 0.23905 -2.62054
H 2.96204 0.73442 -4.25577
C -3.57029 1.10502 2.83893
S -4.12953 2.74245 2.40454
O -5.61514 2.78923 2.10731
C -3.87498 3.41297 3.95861
H -4.02602 0.82590 3.74556
H -2.41071 1.08833 3.06874
H -3.77052 0.35369 2.08102
H -4.16008 4.30328 4.13446
H -2.88950 3.54751 4.14205
H -4.25803 2.64311 4.73393
C 2.13448 1.18216 4.63675
S 0.90932 2.18893 4.02776
O 0.80716 3.42679 4.87748
C 1.65500 2.80406 2.48985
H 1.89629 0.23026 4.23015
H 2.19186 1.11820 5.65669
H 3.11166 1.45162 4.37549
H 2.47427 3.65904 2.74802
H 0.89371 3.22091 1.69209
H 1.99450 1.98080 1.92322